## 1
Here is a single C3H3NOS molecule from the OMol25 dataset. Energies are from wB97M-V/def2-TZVPD.

Values from the calculation:
charge	0
gap between HOMO and LUMO (spin up / spin down)	6.02 / 8.30	eV
LUMO (spin up / spin down)	-1.88 / -1.33	eV

The geometry in XYZ format:
```
9
C3H3NOS (wB97M-V/def2-TZVPD)
C 0.0334 0.6936 1.4597
C 0.3902 1.9644 1.5942
C 0.2470 0.2685 -0.8875
N 0.1586 -0.1251 0.4376
O 0.0825 1.5159 -1.2324
S 1.1076 3.2159 2.0720
H -0.0511 0.1202 2.3167
H 1.3327 -0.3076 -1.2496
H -0.2529 -0.4550 -1.4852
```

***

## 2
Here is a single C3H3NOS molecule from the OMol25 dataset. Energies are from wB97M-V/def2-TZVPD.

Values from the calculation:
charge	0
gap between HOMO and LUMO	10.75	eV
LUMO	0.11	eV
SMILES	CSC(=O)C#N

The geometry in XYZ format:
```
9
C3H3NOS (wB97M-V/def2-TZVPD)
C -0.4864 -0.2547 1.6656
S 0.2649 -0.6617 0.0712
C -0.0795 0.5950 -1.1078
O -0.8126 1.5167 -1.0835
C 1.0495 0.0636 -2.4545
N 1.8813 -0.4759 -2.9995
H -0.2440 0.7437 1.9721
H -0.0095 -1.0493 2.2208
H -1.5637 -0.4774 1.7157
```

***

What should be chosen as the least stable of them? Choose 1.

***

## 1
Here is a molecular structure, C6H6N from the OMol25 dataset. Energies are from wB97M-V/def2-TZVPD.

Values from the calculation:
charge	+1
gap between HOMO and LUMO	9.14	eV
LUMO	-5.19	eV

The geometry in XYZ format:
```
13
C6H6N (wB97M-V/def2-TZVPD)
C -1.1844 -0.0840 0.0815
C -2.3043 0.5735 -0.1284
C 2.0246 -0.2287 -0.0603
C -0.6031 -1.4423 0.1185
C 1.2617 1.0872 0.0888
C 0.6282 -0.9438 -0.2165
N 0.1637 0.4116 -0.0830
H -2.3818 1.5891 -0.2367
H -3.3208 0.2085 -0.0877
H 2.6660 -0.4745 -0.9500
H 2.4139 -0.4393 0.8386
H -0.9146 -2.3945 0.3015
H 1.5508 2.1371 0.3335
```

***

## 2
Here is a gas-phase ion, C6H6N (charge +1) from the OMol25 dataset. Energies are from wB97M-V/def2-TZVPD.

Values from the calculation:
charge	+1
gap between HOMO and LUMO	8.32	eV
LUMO	-5.92	eV
SMILES	C=C1C#[N+]C=CC1

The geometry in XYZ format:
```
13
C6H6N (wB97M-V/def2-TZVPD)
C 0.4101 2.2690 0.1450
C -0.1711 1.1147 0.4543
C -0.5379 0.4625 1.6450
N -1.0464 -0.5493 2.0257
C -1.0178 -1.7605 1.3743
C -0.4480 -1.5542 0.1670
C 0.1004 -0.3210 -0.2964
H 0.8482 2.2063 -0.8599
H 0.2503 3.2607 0.7667
H -1.6593 -2.6716 1.6287
H -0.1575 -2.2292 -0.5657
H 1.1624 -0.3084 -0.3694
H -0.2039 -0.1412 -1.3205
```

***

## 3
Here is a gas-phase ion, C6H6N (charge +1) from the OMol25 dataset. Energies are from wB97M-V/def2-TZVPD.

Values from the calculation:
charge	+1
gap between HOMO and LUMO	7.69	eV
LUMO	-7.62	eV

The geometry in XYZ format:
```
13
C6H6N (wB97M-V/def2-TZVPD)
C 1.5284 -1.8650 0.0071
C 0.2834 -1.5576 0.0331
C 1.8789 0.9144 0.0305
C 2.9596 0.2133 -0.0364
C -0.2273 -0.1460 0.0215
C -1.6830 0.0533 -0.0142
N 0.5619 0.8458 0.0443
H 2.2478 1.9707 0.0938
H 4.0102 0.0698 -0.1157
H -0.4983 -2.3061 0.0548
H -2.2391 -0.8413 -0.2819
H -1.9305 0.8479 -0.7244
H -2.0283 0.3985 0.9666
```

***

What should be chosen as the least stable of them? Choose 3.

***

## 1
Here is 2 unconnected molecules or ions with the total composition C16H17NO from the OMol25 dataset. Energies are from wB97M-V/def2-TZVPD.

Values from the calculation:
charge	0
gap between HOMO and LUMO	8.60	eV
LUMO	0.82	eV
SMILES	Cc1c[nH]c2ccccc12.Cc1ccc(O)cc1

The geometry in XYZ format:
```
35
C16H17NO (wB97M-V/def2-TZVPD)
C 0.5369 0.5568 2.7886
C 1.3237 1.5162 1.9599
C 2.4229 2.2129 2.4132
N 2.8324 3.0837 1.4401
C 1.9982 2.9901 0.3492
C 2.0642 3.5967 -0.8833
C 1.1571 3.2263 -1.8760
C 0.1439 2.3266 -1.5461
C 0.0174 1.7703 -0.2963
C 1.0065 2.0084 0.6637
H 0.6545 -0.4548 2.3897
H -0.5335 0.8016 2.7408
H 0.7320 0.6139 3.8571
H 3.0412 1.9523 3.2562
H 3.6203 3.7086 1.4720
H 2.8445 4.2847 -1.1768
H 1.3118 3.5567 -2.8911
H -0.6039 2.0665 -2.2890
H -0.7707 1.1109 0.0546
C 0.9441 -2.7171 -1.9707
C -0.3882 -2.7573 -1.2853
C -0.6268 -1.9809 -0.1684
C -1.8471 -2.0556 0.5257
C -2.8689 -2.7779 -0.0653
O -4.1104 -2.7718 0.5690
C -2.6552 -3.6094 -1.1649
C -1.4012 -3.6097 -1.7503
H 1.4730 -1.7876 -1.7594
H 0.8769 -2.9269 -3.0381
H 1.6666 -3.4737 -1.6321
H 0.1968 -1.3607 0.1620
H -1.9320 -1.5876 1.4946
H -4.5374 -1.9349 0.3684
H -3.4711 -4.2200 -1.5228
H -1.1692 -4.2230 -2.6127
```

***

## 2
Here is 2 unconnected molecules or ions with the total composition C16H17NO from the OMol25 dataset. Energies are from wB97M-V/def2-TZVPD.

Values from the calculation:
charge	0
gap between HOMO and LUMO	8.54	eV
LUMO	0.70	eV
SMILES	Cc1c[nH]c2ccccc12.Cc1ccc(O)cc1

The geometry in XYZ format:
```
35
C16H17NO (wB97M-V/def2-TZVPD)
C 0.1399 -0.0786 -1.5501
C 0.7063 -1.2268 -0.7490
C -0.1135 -2.1981 -0.2384
N 0.6620 -3.1399 0.4872
C 1.9312 -2.6787 0.5632
C 3.1037 -3.2422 1.0280
C 4.2988 -2.5006 1.1569
C 4.2973 -1.2589 0.5441
C 3.1973 -0.7458 -0.1427
C 2.0185 -1.4768 -0.1706
H -0.7599 -0.5241 -1.9760
H 0.9520 0.1327 -2.3110
H -0.0552 0.7888 -0.9434
H -1.1218 -2.5622 -0.2892
H 0.1840 -3.7546 1.1214
H 3.1487 -4.3037 1.2004
H 5.0596 -2.8353 1.8458
H 5.1370 -0.5687 0.6212
H 3.3876 0.2165 -0.5723
C -3.8018 0.3635 -1.6694
C -3.1763 1.3475 -0.6993
C -2.2333 0.8581 0.2005
C -1.4849 1.7772 1.0026
C -1.5713 3.0816 0.5812
O -0.6712 4.0437 0.9501
C -2.6152 3.6099 -0.1767
C -3.5202 2.7158 -0.7154
H -3.0922 0.2941 -2.5158
H -4.8033 0.6239 -1.9968
H -3.6755 -0.6575 -1.3051
H -1.9783 -0.1769 0.3908
H -1.0350 1.4787 1.9242
H 0.1377 3.7135 1.3502
H -2.5832 4.6846 -0.2671
H -4.5319 2.9864 -0.9151
```

***

What should be chosen as the least stable of them? Choose 2.

***

## 1
Here is a single C16H17NO molecule from the OMol25 dataset. Energies are from wB97M-V/def2-TZVPD.

Values from the calculation:
charge	0
gap between HOMO and LUMO	9.08	eV
LUMO	0.80	eV
SMILES	Oc1ccccc1CN1CCc2ccccc2C1

The geometry in XYZ format:
```
35
C16H17NO (wB97M-V/def2-TZVPD)
O 1.5709 0.5027 -1.8597
C 2.4537 0.3888 -0.8409
C 3.5212 1.2809 -0.7883
C 4.4424 1.2119 0.2380
C 4.3065 0.2562 1.2302
C 3.2496 -0.6352 1.1794
C 2.3203 -0.5906 0.1519
C 1.2108 -1.6117 0.0731
N -0.0596 -1.0080 -0.3106
C -1.0757 -1.9720 -0.7371
C -2.3397 -1.9667 0.1323
C -2.8595 -0.5650 0.1835
C -4.1758 -0.2064 -0.0498
C -4.5433 1.1283 -0.0120
C -3.5950 2.1043 0.2441
C -2.2747 1.7512 0.4671
C -1.9059 0.4170 0.4415
C -0.5113 -0.0570 0.7058
H 0.7946 -0.0558 -1.6452
H 3.6048 2.0215 -1.5682
H 5.2652 1.9105 0.2663
H 5.0193 0.2031 2.0390
H 3.1449 -1.3875 1.9490
H 1.1385 -2.1451 1.0373
H 1.4738 -2.3470 -0.6972
H -1.3688 -1.7162 -1.7642
H -0.6495 -2.9795 -0.7519
H -2.0887 -2.3081 1.1417
H -3.0769 -2.6528 -0.2858
H -4.9127 -0.9692 -0.2573
H -5.5714 1.4080 -0.1887
H -3.8841 3.1446 0.2658
H -1.5317 2.5110 0.6616
H 0.1874 0.7839 0.7186
H -0.4840 -0.5232 1.7093
```

***

## 2
Here is 2 unconnected molecules or ions with the total composition C16H17NO from the OMol25 dataset. Energies are from wB97M-V/def2-TZVPD.

Values from the calculation:
charge	0
gap between HOMO and LUMO	8.57	eV
LUMO	0.73	eV
SMILES	Cc1c[nH]c2ccccc12.Cc1ccc(O)cc1

The geometry in XYZ format:
```
35
C16H17NO (wB97M-V/def2-TZVPD)
C 1.7164 -3.8632 0.2229
C 1.3086 -2.8485 1.2627
C 0.8372 -3.0327 2.5050
N 0.6414 -1.7633 3.0397
C 1.1911 -0.8049 2.2339
C 1.3099 0.6930 2.5465
C 2.0870 1.3460 1.5758
C 2.3996 0.5837 0.3020
C 2.1999 -0.7392 -0.0154
C 1.7126 -1.5008 1.0662
H 0.9661 -4.6267 0.4305
H 2.6830 -4.3765 0.5441
H 2.1155 -3.3645 -0.6661
H 0.4495 -3.7834 2.9408
H 0.0604 -1.7828 3.9090
H 0.5994 1.0383 3.2831
H 2.4595 2.3096 1.5898
H 2.6779 1.2045 -0.5680
H 2.4463 -1.3141 -0.9950
C -0.3670 1.3876 -3.5085
C -1.3810 1.4908 -2.4578
C -1.6361 2.7303 -1.8291
C -2.3247 2.8975 -0.6508
C -3.0145 1.7901 -0.1947
O -3.6088 1.7296 0.9967
C -2.8360 0.5090 -0.8115
C -1.9835 0.3763 -1.9061
H 0.6816 1.2225 -2.9416
H -0.0863 2.4674 -3.8528
H -0.7041 0.7071 -4.1987
H -1.2508 3.7096 -2.2402
H -2.4917 3.9390 -0.1127
H -3.7831 2.6707 1.3062
H -3.3850 -0.3214 -0.4897
H -1.6901 -0.6807 -2.3162
```

***

What should be chosen as the least stable of them? Choose 2.

***

## 1
Here is 2 unconnected molecules or ions with the total composition C4H8FNO from the OMol25 dataset. Energies are from wB97M-V/def2-TZVPD.

Values from the calculation:
charge	0
gap between HOMO and LUMO	9.76	eV
LUMO	0.28	eV

The geometry in XYZ format:
```
15
C4H8FNO (wB97M-V/def2-TZVPD)
C -0.5655 -0.4175 -0.5630
C -0.1101 -0.3356 -1.9816
C 0.2338 -0.5823 1.9164
C 0.4111 -0.1632 0.5670
N 0.0634 1.8363 0.4287
O -1.7211 -0.7482 -0.2871
F 1.6890 -0.3064 0.1968
H 0.9763 -0.1218 -2.2313
H -0.4333 -1.2160 -2.5911
H -0.5627 0.4185 -2.5365
H -0.7076 -0.7123 2.2574
H 0.8272 -1.5000 1.9585
H 0.5176 -0.0308 2.7443
H -0.8981 1.8729 0.6666
H 0.2797 2.0062 -0.5450
```

***

## 2
Here is a single C4H8FNO molecule from the OMol25 dataset. Energies are from wB97M-V/def2-TZVPD.

Values from the calculation:
charge	0
gap between HOMO and LUMO	10.15	eV
LUMO	0.61	eV
SMILES	C=C(F)[C@@H](N)CO

The geometry in XYZ format:
```
15
C4H8FNO (wB97M-V/def2-TZVPD)
C -1.6766 1.3634 -0.6559
C -0.6060 0.8805 0.0043
F -0.3969 1.6400 1.1803
C 0.1171 -0.2161 -0.3833
N 1.5289 0.0809 -0.3235
C -0.0259 -1.4381 0.6255
O 0.7564 -1.0383 1.8504
H -2.0254 0.9206 -1.6407
H -1.9213 2.3313 -0.2420
H -0.2713 -0.4580 -1.3705
H 2.0747 -0.7485 -0.5030
H 1.7385 0.8241 -1.1245
H 0.3315 -2.2996 0.2148
H -1.0343 -1.5442 0.9940
H 1.4106 -0.2977 1.3742
```

***

What should be chosen as the least stable of them? Choose 1.

***

## 1
Here is 2 unconnected molecules or ions with the total composition C4H8FNO from the OMol25 dataset. Energies are from wB97M-V/def2-TZVPD.

Values from the calculation:
charge	0
gap between HOMO and LUMO	9.70	eV
LUMO	0.59	eV

The geometry in XYZ format:
```
15
C4H8FNO (wB97M-V/def2-TZVPD)
C -1.0017 -0.2395 -0.9734
C -0.3181 0.8669 -0.4267
C -1.9239 -1.2647 -0.2786
C 1.9369 0.7812 0.4641
N 0.7580 1.5704 -0.2017
O -1.4363 1.1037 -1.1157
F -0.9787 0.8813 1.7461
H -0.5056 -0.5554 -1.8031
H -2.4578 -0.7113 0.3989
H -1.5185 -1.9880 0.3114
H -2.5844 -1.6411 -0.9632
H 1.4842 -0.1619 1.0359
H 2.7184 0.3639 -0.2053
H 2.4649 1.6005 1.0137
H 0.4855 2.5186 -0.0443
```

***

## 2
Here is a single C4H8FNO molecule from the OMol25 dataset. Energies are from wB97M-V/def2-TZVPD.

Values from the calculation:
charge	0
gap between HOMO and LUMO	10.47	eV
LUMO	0.82	eV
SMILES	C[C@H](C=O)N(C)F

The geometry in XYZ format:
```
15
C4H8FNO (wB97M-V/def2-TZVPD)
C 1.2898 0.6934 0.1635
C 0.0249 0.2277 -0.5830
C -0.5667 1.4872 -1.1193
O -0.4147 2.0802 -2.1520
N -1.0813 -0.4104 0.2434
C -0.5844 -1.7647 0.6229
F -1.2160 0.3611 1.3962
H 2.0049 0.6384 -0.6923
H 1.0871 1.5624 0.8964
H 1.5993 -0.0865 0.8025
H 0.3349 -0.4996 -1.3226
H -0.9114 2.0267 -0.1743
H -1.2401 -2.2074 1.4018
H -0.8359 -2.3795 -0.2445
H 0.5098 -1.7290 0.7614
```

***

What should be chosen as the least stable of them? Choose 1.